Entry 1:
A 2-piece molecular cluster, C15H17N3O2 overall in a non-equilibrium geometry. Source: OMol25; level of theory: wB97M-V/def2-TZVPD.

Computed properties:
SMILES = COc1ccc(C=C(C#N)C#N)cc1.C1COCCN1
multiplicity = 1
orbital gap = 0.2728 hartree
HOMO level = -8.55 eV
strongest force on any atom = 3.2 eV/Å
energy relative to the best compared isomer or geometry (same formula, charge and spin) = 86.6 kcal/mol

```
37
C15H17N3O2 (wB97M-V/def2-TZVPD)
C -4.486 0.766 2.126
O -3.800 -0.395 2.649
C -2.463 -0.502 2.430
C -1.827 -1.687 2.891
C -0.497 -1.894 2.614
C 0.280 -0.899 1.976
C 1.694 -1.128 1.700
C 2.659 -0.187 2.009
C 4.053 -0.471 1.924
N 5.199 -0.699 1.838
C 2.340 1.065 2.613
N 2.091 2.108 3.091
C -0.348 0.296 1.578
C -1.703 0.490 1.765
H -5.521 0.618 2.425
H -4.091 1.696 2.561
H -4.405 0.812 1.030
H -2.424 -2.419 3.432
H 0.002 -2.810 2.938
H 1.991 -2.134 1.369
H 0.238 1.085 1.103
H -2.181 1.405 1.408
C 3.343 -0.377 -1.665
C 3.469 -0.097 -3.160
O 2.524 -0.863 -3.904
C 1.167 -0.587 -3.568
C 0.898 -0.891 -2.098
N 1.959 -0.392 -1.260
H 3.857 -1.323 -1.408
H 3.827 0.434 -1.107
H 3.312 0.987 -3.324
H 4.447 -0.416 -3.548
H 0.582 -1.246 -4.228
H 0.924 0.478 -3.754
H 0.745 -1.978 -1.957
H -0.013 -0.364 -1.790
H 1.836 -0.646 -0.292
```

Löwdin atomic charge list, values in e, 8 entries:
1. C -0.057
2. O -0.082
3. C -0.251
4. C 0.008
5. C -0.022
6. C -0.228
7. C 0.005
8. C -0.234

Entry 2:
C15H25AlBr21N2O4 as an isolated structure in a non-equilibrium geometry. Source: OMol25; level of theory: wB97M-V/def2-TZVPD.

Computed properties:
multiplicity = 1
orbital gap = 0.2348 hartree
HOMO level = -5.08 eV
charge = -1
strongest force on any atom = 3.2 eV/Å

```
68
C15H25AlBr21N2O4 (wB97M-V/def2-TZVPD)
C -2.104 -1.571 3.114
C -2.689 -0.726 1.943
N -1.904 -0.982 0.735
Al -0.909 0.556 0.136
C 0.147 1.473 1.648
C 1.247 0.494 2.093
O 1.827 0.841 3.388
C 1.088 0.409 4.454
O 0.968 -0.756 4.632
C 0.451 1.400 5.425
C -1.021 1.769 5.080
C 0.517 0.032 -1.266
O 0.110 0.588 -2.560
N 0.649 -0.074 -3.636
O 1.824 -0.230 -3.528
H -2.385 -1.205 4.110
H -2.451 -2.619 3.009
H -1.012 -1.572 2.993
H -2.764 0.338 2.220
H -3.733 -1.084 1.808
H -1.322 -1.799 0.905
H -1.878 1.611 -0.528
H 0.615 2.382 1.237
H -0.513 1.787 2.469
H 2.066 0.599 1.367
H 0.926 -0.557 2.038
H 1.062 2.314 5.439
H 0.484 0.947 6.423
H -0.993 2.658 4.435
H -1.593 2.009 5.982
H -1.486 0.965 4.495
H 1.470 0.519 -0.994
H 0.663 -1.059 -1.286
C 3.208 2.282 -6.228
Br 4.877 1.345 -6.477
Br 3.438 3.894 -5.195
Br 2.327 2.629 -7.910
H 2.558 1.629 -5.658
C 1.766 0.503 -11.140
Br 1.552 0.725 -13.046
Br 0.096 0.719 -10.202
Br 2.616 -1.173 -10.706
H 2.426 1.290 -10.800
C -3.946 -1.234 -2.804
Br -3.956 0.333 -3.959
Br -3.755 -2.873 -3.845
Br -2.615 -1.098 -1.343
H -4.920 -1.279 -2.334
C -1.940 5.454 -0.116
Br -1.086 5.874 1.567
Br -1.004 4.065 -1.062
Br -3.808 5.023 0.121
H -1.896 6.347 -0.724
C 4.269 0.624 7.361
Br 5.458 -0.853 7.736
Br 3.463 0.471 5.615
Br 2.938 0.836 8.746
H 4.872 1.522 7.362
C 2.946 -3.461 -3.458
Br 3.836 -3.103 -1.784
Br 3.858 -4.828 -4.477
Br 1.085 -3.883 -3.199
H 2.986 -2.549 -4.040
C -3.722 -5.829 2.826
Br -3.170 -4.920 4.440
Br -5.488 -6.590 3.007
Br -3.593 -4.694 1.273
H -3.036 -6.653 2.677
```

Löwdin atomic charge list, values in e, 8 entries:
1. C -0.109
2. C -0.337
3. N -0.385
4. Al 0.126
5. C -0.198
6. C -0.235
7. O -0.126
8. C -0.712

Entry 3:
C28H29BMnNO3 as an isolated structure in a non-equilibrium geometry. Source: OMol25; level of theory: wB97M-V/def2-TZVPD.

Computed properties:
multiplicity = 5
orbital gap (spin up / spin down) = 0.2318 / 0.2997 hartree
HOMO level (spin up / spin down) = -5.82 / -7.95 eV
strongest force on any atom = 5.1 eV/Å

```
63
C28H29BMnNO3 (wB97M-V/def2-TZVPD)
C -2.257 -1.341 -0.431
C -1.303 -1.308 -1.503
C 0.008 -1.420 -0.933
H -1.523 -1.299 -2.571
C -0.117 -1.401 0.494
C -1.530 -1.442 0.821
H 0.706 -1.480 1.205
C -1.981 2.233 -0.193
C -2.106 1.575 -1.474
C -0.788 1.433 -2.029
H -3.033 1.335 -2.004
C 0.163 1.859 -1.035
C -0.580 2.341 0.108
H 0.923 -1.621 -1.486
H -1.879 -1.786 1.799
H -3.344 -1.356 -0.562
H -0.110 2.794 0.986
H -0.512 1.129 -3.042
H -2.769 2.718 0.386
Mn -1.009 0.324 -0.230
C 1.662 2.000 -1.174
C 2.054 3.442 -0.822
C 2.137 1.675 -2.595
H 1.559 4.133 -1.517
H 3.140 3.551 -0.901
H 1.755 3.698 0.200
H 1.629 2.324 -3.320
H 1.949 0.629 -2.866
H 3.215 1.858 -2.659
C 2.259 0.977 -0.171
C 3.770 1.031 -0.041
H 1.987 -0.041 -0.509
H 1.838 1.119 0.846
O 4.455 1.983 -0.414
N 4.377 -0.064 0.516
C 3.776 -1.337 0.885
H 5.377 0.032 0.658
C 3.544 -2.265 -0.305
C 2.944 -3.505 -0.061
H 2.661 -3.747 0.968
C 2.710 -4.394 -1.111
H 2.236 -5.353 -0.900
C 3.084 -4.049 -2.416
H 2.904 -4.747 -3.235
C 3.693 -2.816 -2.665
H 3.988 -2.532 -3.675
C 3.935 -1.924 -1.609
H 4.439 -0.972 -1.797
H 2.809 -1.178 1.399
H 4.456 -1.826 1.603
O -3.999 0.686 0.888
B -2.659 0.434 1.386
O -2.746 0.320 2.818
C -4.078 0.467 3.143
C -4.696 0.407 4.374
C -6.076 0.657 4.423
C -6.797 0.987 3.268
C -6.163 1.032 2.018
C -4.819 0.735 1.981
H -4.121 0.174 5.271
H -6.598 0.602 5.379
H -7.862 1.212 3.335
H -6.685 1.298 1.099
```

Löwdin atomic charge list, values in e, 8 entries:
1. C -0.142
2. C -0.143
3. C -0.134
4. H 0.127
5. C -0.142
6. C -0.145
7. H 0.104
8. C -0.138

Entry 4:
A 15-piece molecular cluster, C48H108F18N15O36S18 overall in a non-equilibrium geometry. Source: OMol25; level of theory: wB97M-V/def2-TZVPD.

Computed properties:
multiplicity = 1
orbital gap = 0.2295 hartree
HOMO level = -3.33 eV
charge = -3
strongest force on any atom = 12.7 eV/Å

```
243
C48H108F18N15O36S18 (wB97M-V/def2-TZVPD)
C 1.483 -4.630 10.508
C 1.030 -3.657 9.468
C 1.890 -3.577 8.208
N 1.535 -2.539 7.079
C 0.134 -2.796 6.462
C 1.669 -1.114 7.666
C 2.448 -0.396 6.534
C 2.794 -1.333 5.396
C 2.640 -2.729 6.025
H 0.991 -4.602 11.480
H 2.436 -4.340 10.950
H 1.525 -5.688 10.250
H 0.803 -2.711 9.960
H 0.050 -4.055 9.203
H 2.211 -4.465 7.662
H 2.761 -3.102 8.659
H -0.653 -2.625 7.197
H 0.136 -3.829 6.113
H 0.144 -2.175 5.567
H 0.724 -0.572 7.697
H 2.237 -1.047 8.594
H 1.981 0.517 6.165
H 3.348 -0.053 7.043
H 2.184 -1.151 4.511
H 3.759 -1.208 4.906
H 2.491 -3.617 5.411
H 3.588 -2.930 6.525
C 1.164 9.049 4.783
C 0.741 7.617 5.012
C -0.761 7.402 4.827
N -1.178 5.944 5.363
C -0.909 5.729 6.864
C -0.577 4.719 4.518
C -1.791 3.971 3.871
C -2.758 5.116 3.757
C -2.664 5.779 5.102
H 0.983 9.354 3.752
H 2.225 9.116 5.023
H 0.735 9.823 5.420
H 1.218 7.277 5.932
H 1.291 7.011 4.292
H -0.932 7.447 3.752
H -1.307 8.067 5.496
H -1.219 4.722 7.140
H -1.437 6.482 7.449
H 0.158 5.770 7.082
H -0.118 3.959 5.151
H 0.193 5.064 3.828
H -2.342 3.312 4.542
H -1.629 3.505 2.899
H -3.723 4.756 3.402
H -2.407 5.746 2.939
H -3.141 5.085 5.794
H -3.161 6.748 5.051
C -5.579 1.975 5.268
C -4.552 0.855 5.254
C -4.841 -0.214 4.245
N -3.641 -1.168 4.051
C -3.251 -2.031 5.256
C -2.390 -0.421 3.528
C -1.621 -1.415 2.675
C -2.595 -2.593 2.404
C -3.933 -2.205 2.904
H -6.566 1.520 5.198
H -5.385 2.565 4.372
H -5.632 2.663 6.112
H -4.500 0.397 6.241
H -3.582 1.276 4.990
H -5.042 0.271 3.290
H -5.649 -0.912 4.463
H -4.020 -2.745 5.549
H -3.271 -1.356 6.111
H -2.249 -2.437 5.119
H -1.830 -0.060 4.390
H -2.659 0.366 2.823
H -0.687 -1.695 3.160
H -1.342 -1.056 1.684
H -2.283 -3.437 3.019
H -2.461 -3.066 1.431
H -4.460 -3.012 3.413
H -4.685 -1.731 2.273
C 3.522 -3.834 -6.306
C 2.549 -4.516 -7.314
C 2.526 -3.911 -8.726
N 1.690 -4.754 -9.783
C 0.189 -4.299 -9.588
C 2.073 -4.335 -11.218
C 1.494 -5.490 -12.140
C 1.736 -6.776 -11.290
C 1.952 -6.297 -9.823
H 3.496 -4.418 -5.385
H 3.153 -2.822 -6.137
H 4.548 -3.785 -6.671
H 1.535 -4.548 -6.915
H 2.938 -5.530 -7.219
H 3.573 -3.948 -9.027
H 2.162 -2.884 -8.752
H -0.191 -4.651 -8.629
H -0.315 -4.795 -10.418
H 0.215 -3.215 -9.704
H 1.697 -3.362 -11.534
H 3.158 -4.246 -11.276
H 0.412 -5.442 -12.270
H 1.960 -5.625 -13.116
H 0.825 -7.355 -11.443
H 2.621 -7.287 -11.669
H 1.184 -6.599 -9.111
H 2.990 -6.502 -9.561
C -2.096 -3.209 -7.226
C -3.365 -2.974 -6.333
C -2.890 -2.297 -5.007
N -3.858 -2.397 -3.821
C -4.210 -3.798 -3.501
C -5.111 -1.554 -4.069
C -4.536 -0.123 -3.624
C -3.563 -0.355 -2.482
C -3.111 -1.773 -2.608
H -1.429 -2.347 -7.187
H -2.408 -3.534 -8.219
H -1.513 -4.039 -6.826
H -3.855 -3.923 -6.117
H -4.038 -2.344 -6.914
H -2.507 -1.278 -4.955
H -2.034 -2.893 -4.690
H -4.963 -4.029 -4.254
H -4.791 -3.800 -2.578
H -3.299 -4.392 -3.427
H -5.946 -1.766 -3.401
H -5.374 -1.650 -5.122
H -5.331 0.508 -3.227
H -4.070 0.271 -4.527
H -4.166 -0.146 -1.598
H -2.716 0.332 -2.482
H -3.440 -2.262 -1.690
H -2.021 -1.795 -2.611
C 1.009 1.286 2.047
C 0.759 1.268 0.565
C 1.867 0.631 -0.351
N 1.662 0.859 -1.861
C 1.848 2.323 -2.201
C 2.686 -0.041 -2.660
C 2.057 -0.544 -3.945
C 0.580 -0.029 -3.816
C 0.354 0.387 -2.406
H 0.182 1.825 2.508
H 1.995 1.729 2.189
H 1.103 0.300 2.504
H 0.579 2.282 0.208
H -0.186 0.748 0.415
H 1.842 -0.430 -0.103
H 2.862 1.046 -0.193
H 2.028 2.388 -3.274
H 2.700 2.670 -1.616
H 0.994 2.962 -1.976
H 3.529 0.595 -2.932
H 3.064 -0.801 -1.976
H 2.550 -0.083 -4.802
H 2.163 -1.628 -3.956
H 0.563 0.805 -4.518
H -0.120 -0.795 -4.147
H -0.387 1.167 -2.234
H 0.230 -0.467 -1.740
N 2.955 5.278 -0.012
S 1.345 5.479 0.509
O 0.235 5.022 -0.278
O 1.028 6.564 1.464
F 1.536 4.301 1.612
S 2.776 6.264 -1.089
O 2.628 7.664 -0.711
O 2.201 5.808 -2.366
F 4.346 6.304 -1.529
N 6.238 2.274 0.125
S 6.019 0.617 -0.116
O 7.056 -0.272 0.384
O 5.224 0.128 -1.234
F 5.026 0.456 1.138
S 7.256 2.473 -0.919
O 6.933 2.439 -2.337
O 8.595 2.136 -0.524
F 7.291 4.004 -0.683
N -4.187 3.259 -0.532
S -4.150 2.049 0.604
O -4.465 2.369 2.006
O -3.229 0.957 0.362
F -5.494 1.311 0.058
S -2.806 3.772 -0.409
O -1.670 2.974 -0.898
O -2.522 4.566 0.808
F -2.974 4.936 -1.537
N 3.507 -4.242 3.102
S 3.163 -3.110 1.918
O 1.841 -2.417 1.891
O 3.848 -3.326 0.653
F 4.099 -1.925 2.625
S 2.621 -5.195 2.349
O 3.135 -5.742 1.118
O 1.173 -5.072 2.575
F 2.955 -6.451 3.328
N -1.506 -0.049 7.024
S -1.865 0.041 8.474
O -2.964 0.948 8.799
O -0.795 -0.081 9.465
F -2.512 -1.449 8.624
S -1.129 1.571 6.776
O 0.007 2.093 7.513
O -2.219 2.532 6.628
F -0.437 1.485 5.340
N 4.157 4.397 4.154
S 4.575 5.584 4.862
O 5.409 5.360 6.024
O 3.837 6.836 4.893
F 5.702 5.976 3.817
S 3.142 3.850 5.355
O 2.154 4.745 5.916
O 3.686 2.790 6.177
F 2.174 2.914 4.408
N 1.374 -1.037 -9.984
S 2.018 -0.133 -10.954
O 3.340 0.387 -10.736
O 1.124 0.805 -11.647
F 2.370 -1.173 -12.173
S 1.388 0.069 -8.677
O 0.843 1.402 -8.843
O 2.497 -0.077 -7.752
F 0.198 -0.571 -7.841
N -0.488 -4.009 -2.598
S 0.209 -3.832 -1.273
O 1.083 -2.656 -1.145
O 0.426 -4.972 -0.371
F -1.018 -3.150 -0.542
S 0.652 -5.123 -3.200
O 0.385 -6.543 -2.923
O 2.067 -4.711 -3.269
F 0.168 -4.929 -4.740
N -4.354 3.191 -5.171
S -2.655 2.898 -5.387
O -1.971 3.718 -6.376
O -2.067 1.600 -5.050
F -2.262 3.743 -4.053
S -4.728 2.613 -6.432
O -4.315 1.251 -6.758
O -4.771 3.523 -7.542
F -6.320 2.368 -5.978
```

Löwdin atomic charge list, values in e, 8 entries:
1. C -0.125
2. C -0.242
3. C -0.099
4. N -0.203
5. C 0.045
6. C -0.065
7. C -0.134
8. C -0.135

Entry 5:
A 2-piece molecular cluster, C5H14 overall in a non-equilibrium geometry. Source: OMol25; level of theory: wB97M-V/def2-TZVPD.

Computed properties:
SMILES = CCC.CC
multiplicity = 1
orbital gap = 0.4221 hartree
HOMO level = -10.46 eV
strongest force on any atom = 5.3 eV/Å
energy relative to the best compared isomer or geometry (same formula, charge and spin) = 49.1 kcal/mol

```
19
C5H14 (wB97M-V/def2-TZVPD)
C 0.177 -0.477 -2.336
C -0.343 0.450 -1.322
C -1.565 1.421 -1.661
H 0.646 -1.322 -1.796
H 0.978 0.093 -2.794
H -0.466 -0.881 -2.961
H -0.631 0.024 -0.355
H 0.475 1.023 -0.854
H -2.269 1.222 -0.792
H -1.148 2.474 -1.339
H -1.913 1.600 -2.676
C 0.916 0.038 2.133
C 0.486 -1.470 2.495
H 1.122 0.513 3.217
H 1.857 0.162 1.522
H 0.213 0.712 1.716
H 0.667 -1.985 1.609
H -0.414 -1.566 3.081
H 1.212 -2.032 3.114
```

Löwdin atomic charge list, values in e, 8 entries:
1. C -0.115
2. C -0.342
3. C -0.098
4. H 0.087
5. H 0.082
6. H 0.017
7. H 0.070
8. H 0.089

Entry 6:
C13H6Br2NO2S8SbW as an isolated structure in a non-equilibrium geometry. Source: OMol25; level of theory: wB97M-V/def2-TZVPD.

Computed properties:
multiplicity = 3
orbital gap (spin up / spin down) = 0.1764 / 0.2106 hartree
HOMO level (spin up / spin down) = -1.04 / -1.98 eV
charge = -2
strongest force on any atom = 1.4 eV/Å
energy relative to the best compared isomer or geometry (same formula, charge and spin) = 82.2 kcal/mol

```
34
C13H6Br2NO2S8SbW (wB97M-V/def2-TZVPD)
W -0.342 -0.096 -0.190
S -1.417 3.508 3.247
Sb -1.304 2.854 1.071
S 0.868 1.774 0.532
S -2.382 0.685 0.665
S -1.949 4.378 -0.497
O 1.749 -6.243 -2.572
C 1.362 -5.254 -2.014
S 2.431 -4.112 -1.202
C 1.191 -3.010 -0.666
C -0.090 -3.288 -0.981
S -1.437 -2.361 -0.487
S -0.340 -4.776 -1.912
S 1.569 -1.387 0.045
C -1.751 0.635 -2.810
C -0.319 0.338 -3.146
C 0.179 0.529 -4.414
C 1.524 0.301 -4.700
C 2.349 -0.162 -3.678
C 3.730 -0.433 -3.810
Br 4.574 -0.159 -5.494
C 4.518 -0.890 -2.778
C 3.927 -1.152 -1.551
Br 5.027 -1.786 -0.146
C 2.572 -0.918 -1.363
O 2.373 -1.581 1.231
C 1.776 -0.389 -2.385
N 0.459 -0.115 -2.119
H -2.364 0.648 -3.710
H -1.842 1.615 -2.320
H -2.149 -0.126 -2.124
H -0.478 0.889 -5.193
H 1.924 0.481 -5.685
H 5.573 -1.068 -2.917
```

Löwdin atomic charge list, values in e, 8 entries:
1. W 0.438
2. S -0.324
3. Sb -0.170
4. S -0.014
5. S -0.111
6. S -0.324
7. O -0.082
8. C -1.034

Entry 7:
C12H10ClIrN3 as an isolated structure in a non-equilibrium geometry. Source: OMol25; level of theory: wB97M-V/def2-TZVPD.

Computed properties:
multiplicity = 6
orbital gap (spin up / spin down) = 0.2920 / 0.1849 hartree
HOMO level (spin up / spin down) = -7.98 / -8.35 eV
strongest force on any atom = 2.9 eV/Å

```
27
C12H10ClIrN3 (wB97M-V/def2-TZVPD)
C 1.882 0.331 1.471
C 1.895 1.326 0.434
C 2.095 0.649 -0.817
H 1.808 2.406 0.582
C 2.140 -0.765 -0.557
C 2.024 -0.953 0.860
H 2.033 -1.913 1.386
H 1.748 0.521 2.539
H 2.200 1.126 -1.800
H 2.279 -1.557 -1.302
Ir 0.009 0.017 0.051
Cl -1.009 0.781 2.076
C -2.157 0.198 -0.834
C -1.421 -0.536 -1.823
C -0.419 0.333 -2.363
H -1.592 -1.583 -2.106
C -0.543 1.615 -1.719
C -1.621 1.540 -0.784
H -1.967 2.342 -0.124
H -2.989 -0.180 -0.231
H 0.324 0.057 -3.124
H 0.087 2.496 -1.894
N -0.873 -1.692 1.050
C -1.436 -2.341 1.881
N -1.998 -3.127 2.664
C -2.545 -2.945 3.820
N -3.040 -2.814 4.855
```

Löwdin atomic charge list, values in e, 8 entries:
1. C -0.226
2. C -0.196
3. C -0.201
4. H 0.122
5. C -0.172
6. C -0.179
7. H 0.121
8. H 0.101

Electronic energy for every record listed, in sequence, given in eV: -24393.2418; -1504615.2467; -69134.0666; -391519.5436; -5409.9225; -254297.6849; -32430.3713.